No. 1
ORCA calculation (wB97M-V/def2-TZVPD) on a molecular structure, C34H36BrInN8O4Si.

Output
Relative energy (zero: lowest compared OMol25 entry of this formula, charge and spin) (kJ/mol): 98.1
E_LUMO (Ha): -0.0112
Orbital gap (eV): 7.2

Each line ends with the Löwdin charge.
CARTESIAN COORDINATES (ANGSTROEM)
C -1.2976 5.0931 2.8944  -0.0129
H 0.6579 3.0475 -1.7799  0.1062
C -2.3538 5.1222 1.9978  -0.1141
C -3.0352 -0.3135 -3.1554  -0.1598
H 0.5246 0.5901 4.2903  0.1165
N 1.3723 5.0462 4.1211  0.0800
C 0.6513 2.4676 1.4578  -0.1383
Br -3.8117 6.1078 -0.2361  0.8158
Si -1.2397 -0.8127 -3.4012  0.3896
N -2.2596 1.5828 -0.0863  0.1182
H 2.7655 0.6675 1.2426  0.1084
C -1.4058 7.0707 0.9454  -0.1131
O 2.3898 0.0676 0.5886  -0.0661
N -3.9211 -1.4978 0.9962  0.1277
H -1.9677 -3.1257 -2.8472  0.0356
H -3.1375 4.3791 2.0537  0.0880
C 1.1829 4.5207 -0.2704  -0.0049
H 3.2588 3.5199 -4.9945  0.0945
H -1.4538 7.8400 0.1858  0.1044
H -1.3290 -1.7585 -5.6510  0.0345
H -0.3518 -3.1070 -3.5810  0.0374
H 0.4067 7.8110 1.8462  0.1220
H 3.6795 -2.5289 2.2873  0.0953
C -2.0383 -2.4919 0.4954  -0.0692
H 4.5539 -2.3683 -0.2252  0.0948
C 2.0438 1.3191 -2.7060  -0.0812
C 0.6472 1.4580 3.6517  0.0018
H -2.0946 3.7043 -0.4171  0.0941
O 0.8103 -1.8050 -0.1396  -0.1047
C -0.3651 7.0498 1.8670  -0.0422
C -0.2822 6.0421 2.8177  -0.3018
C -3.0734 -0.5855 0.4839  -0.2601
C 2.9351 2.1700 -3.3458  -0.0917
H -0.6462 1.7790 -4.6930  0.0955
C -1.0081 -2.5938 -2.8705  -0.1617
C 1.1560 3.8312 3.4057  -0.2660
N -4.3523 1.5983 0.5796  0.1320
C 1.3396 4.7308 1.0697  0.0014
H -1.2050 -3.1658 0.3556  0.1208
H -1.4281 0.0081 -5.7720  0.0245
H -4.8511 -1.3351 1.3306  0.1555
C 0.3711 1.8509 -4.3243  -0.0664
H -5.2494 1.2838 0.8986  0.1562
C 3.3509 -1.4975 2.1753  -0.0012
C 0.7702 3.2592 -0.7231  -0.0856
H 5.0405 -0.7163 0.2231  0.0888
H -0.5364 -2.6783 -1.8883  -0.0053
H 2.4750 -1.3371 2.8104  0.0955
H -1.2609 4.3299 3.6614  0.1283
C -4.0244 2.9088 0.2948  -0.1238
C 1.0304 3.7095 1.9968  -0.1118
C 0.7340 1.1192 -3.1762  -0.3842
N 0.7788 6.0956 3.7893  0.0738
C -3.2713 -2.7215 1.0153  -0.0429
N -0.1971 0.2779 -2.5222  -0.1276
N -1.9392 -1.1573 0.1558  0.0781
C 2.5620 2.8613 -4.4902  -0.1107
H 4.1571 -0.8292 2.4998  0.0920
C -0.9322 -0.8176 -5.2505  -0.1807
In -0.0560 0.0843 -0.4034  0.8592
C 4.2262 -1.3295 -0.1765  -0.0020
H 3.9910 -0.9887 -1.1861  0.0860
C 1.2688 2.6922 -4.9680  -0.0905
H 1.4028 5.3012 -0.9873  0.1178
C -3.2535 0.8465 0.3296  -0.2789
H -3.2251 0.0015 -2.1271  -0.0083
H 0.1396 -0.7748 -5.4834  0.0423
H -3.7438 -3.6177 1.3827  0.1177
O -0.1576 0.2597 1.7660  -0.0946
C 1.9587 -2.2713 0.2610  -0.5504
H -4.7315 3.7175 0.3976  0.0576
O 2.2461 -3.4523 0.3488  0.0717
H 3.9357 2.2851 -2.9411  0.1048
C -2.3869 6.0991 1.0167  -0.6625
C -2.7234 2.8781 -0.1111  -0.1205
H 1.7204 5.6791 1.4238  0.1154
H 2.3695 0.7883 -1.8253  0.0808
H -3.2849 0.5326 -3.8106  0.0323
C 1.0633 2.6875 4.1726  -0.0221
C 0.3455 1.3237 2.2970  -0.3563
H 0.9458 3.2334 -5.8508  0.1010
C 2.9980 -1.2337 0.7198  -0.5034
H 1.2475 2.7957 5.2374  0.1172
N 0.5527 2.2659 0.1174  0.0716
H -3.7155 -1.1438 -3.3974  0.0345

***

No. 2
ORCA calculation (wB97M-V/def2-TZVPD) on 6 unconnected molecules or ions with the total composition C34H36BrN5O13P2S.

Output
E_LUMO (Ha): -0.0364
Orbital gap (eV): 7.8

Each line ends with the Löwdin charge.
CARTESIAN COORDINATES (ANGSTROEM)
H -11.3823 -1.6257 0.3298  0.1075
H 2.7626 -1.6179 -1.7301  0.0550
H 3.3746 -6.3361 -0.9093  0.1134
N 0.5616 -2.7187 -0.7087  -0.3190
H -2.9827 -0.7067 -4.4903  0.0152
H 1.7124 0.7668 -4.4698  0.0505
H -4.6801 0.5098 0.5607  0.0817
O 0.2930 -1.6807 -0.1468  0.0824
H 5.7323 3.8388 1.3263  0.1168
C 2.3541 -3.0782 0.9145  0.0011
H 3.9695 -3.5038 2.2447  0.1100
H -4.3263 4.9128 2.8061  0.1175
S -0.4532 3.1161 -2.3467  0.4506
P -2.8678 -0.6737 -2.3442  0.3571
C 1.6760 -3.5257 -0.2033  -0.1646
H -1.5598 -2.3579 -2.2740  0.0105
Br -0.3906 -0.8688 -4.8502  0.2663
C 3.4184 -3.8345 1.3754  -0.0523
H 5.9747 5.6015 3.0600  0.1062
H 1.7135 6.0581 3.1662  0.1110
C -3.4153 2.1433 1.0631  0.0066
H -1.1871 1.6907 -4.3669  -0.0204
P -0.4149 1.1111 -3.3792  0.4423
H 10.2636 -2.2834 0.2896  0.1093
C -3.3467 3.3738 1.6839  -0.1480
C 9.8346 -3.2652 0.4310  -0.0620
N -2.0773 4.1043 1.6223  -0.3385
H 10.3775 -6.1565 2.1146  0.1086
C -10.3874 -0.3676 -1.0971  -0.0685
O -1.9956 5.1749 2.1879  0.0807
C 8.7326 -5.7977 0.7990  -0.0030
C 3.8600 5.9420 3.2179  -0.0703
H 8.2874 -6.7727 0.9223  0.1188
C 2.4581 4.6036 1.7949  0.0089
O 2.3505 2.6972 -0.1401  0.0556
O -3.4184 -0.2455 -3.7584  -0.1571
H -11.2198 0.0401 2.1662  0.1185
O -3.8213 -0.3638 -1.2693  -0.2640
H 3.9630 6.7095 3.9731  0.1063
N 3.4632 2.9611 0.2700  -0.3392
C 3.0783 -5.4311 -0.3992  -0.0497
H 8.1753 -2.9117 -0.9000  0.1208
N 6.8987 -5.2293 -0.7339  -0.3479
C 10.4467 -4.1811 1.2766  -0.0686
C 9.8981 -5.4438 1.4585  -0.0637
O -10.5393 2.1296 3.1128  0.0776
H -6.4829 3.6715 2.8417  0.1058
C 1.4313 1.0880 -3.4712  -0.4199
C 1.9742 0.2038 -2.3959  -0.2390
H 2.0725 0.6738 -1.4239  0.0841
O 6.4279 -6.3295 -0.5179  0.0576
H -0.5407 -0.5104 -1.6983  0.0202
O -9.5999 3.5183 1.7677  0.0689
H -9.2154 2.7496 -0.4556  0.1198
C 8.6695 -3.6046 -0.2366  -0.0001
C -10.9104 -0.6694 0.1535  -0.0651
C 4.8692 4.3378 1.7388  -0.0066
H -1.5112 0.8872 -1.2450  0.0149
C -4.6130 1.4556 1.0790  -0.0496
H -9.3633 1.0890 -2.2963  0.1098
C -9.7767 0.8583 -1.3248  -0.0604
H 2.0562 -2.1625 1.4017  0.1225
C 2.0111 -4.6885 -0.8731  0.0125
H 1.4523 -4.9951 -1.7438  0.1240
C -10.8266 0.2522 1.1841  -0.0051
O -1.1728 3.6027 0.9799  0.0251
H -2.5507 1.7329 0.5655  0.0999
C 2.3432 -1.0623 -2.5575  0.0031
C -10.2176 1.4655 0.9289  -0.1537
H 2.2831 -1.5632 -3.5134  0.0521
H 1.7399 2.1132 -3.2979  0.0421
C -9.6890 1.7919 -0.3052  -0.0044
H -0.7126 2.8034 -1.0793  -0.2455
C 3.7789 -5.0054 0.7211  -0.0700
H 11.3554 -3.9096 1.7962  0.1078
O 6.4056 -4.4081 -1.4746  0.0863
H 1.4872 4.3044 1.4360  0.1066
H 4.6158 -5.5878 1.0790  0.0983
C -1.2817 0.2071 -2.0572  -0.4141
C -5.6177 3.2458 2.3519  -0.0615
C 2.5977 5.5824 2.7660  -0.0553
C 8.1439 -4.8663 -0.0346  -0.1478
O -0.0283 -3.1230 -1.6979  0.0550
C -5.7127 2.0105 1.7210  -0.0565
N -10.1166 2.4507 2.0228  -0.3558
C 4.9926 5.3209 2.7061  -0.0685
O 4.4783 2.4212 -0.1205  0.0748
H -6.6547 1.4774 1.7261  0.1025
C -4.4225 3.9453 2.3385  -0.0031
C 3.6001 4.0041 1.3043  -0.1430
O -2.4804 -2.1937 -2.5417  -0.1460
H -10.4533 -1.0923 -1.8971  0.1075